Record 1
{"formula": "C25H45F3P2W", "method": "wB97M-V/def2-TZVPD", "symbols": ["W", "C", "C", "C", "C", "C", "C", "H", "H", "H", "C", "H", "H", "H", "C", "H", "H", "H", "C", "H", "H", "H", "C", "H", "H", "H", "C", "C", "C", "C", "C", "C", "C", "C", "H", "H", "H", "H", "H", "H", "H", "H", "H", "H", "H", "H", "P", "C", "H", "H", "H", "C", "H", "H", "H", "C", "H", "H", "H", "P", "C", "H", "H", "H", "C", "H", "H", "H", "C", "H", "H", "H", "F", "C", "F", "F"], "positions_angstrom": [[0.9578, -0.0422, 0.8177], [0.7545, -2.1674, 1.1839], [0.6958, -1.9673, -0.2408], [2.7634, -1.1980, 0.5047], [2.0479, -1.7252, 1.6395], [1.9296, -1.3576, -0.6560], [-0.2299, -2.9629, 1.9735], [-1.2255, -2.9003, 1.5232], [-0.2798, -2.6047, 3.0066], [0.0721, -4.0214, 1.9852], [2.6275, -1.9929, 2.9863], [1.8661, -2.3495, 3.6848], [3.0728, -1.0855, 3.4015], [3.4182, -2.7543, 2.9224], [4.1994, -0.7833, 0.4759], [4.8303, -1.6230, 0.1524], [4.5397, -0.4643, 1.4662], [4.3493, 0.0405, -0.2309], [2.3773, -1.2886, -2.0758], [2.8446, -2.2436, -2.3662], [3.1138, -0.4912, -2.2206], [1.5228, -1.1146, -2.7396], [-0.2352, -2.6802, -1.1435], [0.0195, -3.7511, -1.1989], [-0.2076, -2.2669, -2.1515], [-1.2659, -2.6104, -0.7974], [-2.6589, 0.6626, -0.9498], [-2.7162, -0.6750, -0.9072], [-3.4164, -1.5109, -1.9333], [-2.7659, -1.6435, -3.3510], [-1.5113, -0.8572, -3.6105], [-1.4790, 0.4825, -3.6428], [-2.7141, 1.3252, -3.4796], [-3.3067, 1.4615, -2.0381], [-4.4475, -1.1424, -2.0764], [-3.5378, -1.3817, -4.1007], [-3.5026, -2.5364, -1.5332], [-4.3834, 1.2119, -2.1036], [-2.2245, 1.2516, -0.1386], [-2.3452, -1.2188, -0.0372], [-3.2399, 2.5272, -1.7600], [-2.4693, 2.3449, -3.8331], [-0.5836, 1.0296, -3.9529], [-3.5183, 0.9471, -4.1418], [-2.5289, -2.7091, -3.5196], [-0.6487, -1.4502, -3.9341], [-0.8624, 0.3129, 2.7217], [-0.4757, -0.2542, 4.4236], [-1.2703, 0.0752, 5.1074], [0.4709, 0.1904, 4.7444], [-0.3783, -1.3462, 4.4859], [-1.3845, 2.0261, 3.0459], [-1.9755, 2.0685, 3.9717], [-1.9885, 2.3906, 2.2080], [-0.5002, 2.6581, 3.1509], [-2.5235, -0.4328, 2.5394], [-3.0360, 0.0090, 1.6795], [-3.1064, -0.2449, 3.4549], [-2.4527, -1.5146, 2.3886], [1.4720, 2.2078, -0.5623], [1.9019, 1.8586, -2.3066], [1.8166, 2.7719, -2.9105], [1.2080, 1.1073, -2.6861], [2.9309, 1.4777, -2.3575], [-0.0498, 3.1737, -0.8730], [-0.6078, 2.7121, -1.6928], [0.2203, 4.2069, -1.1401], [-0.6691, 3.1813, 0.0303], [2.6789, 3.5448, -0.2153], [2.6626, 4.2916, -1.0206], [3.6928, 3.1305, -0.1464], [2.4438, 4.0405, 0.7343], [3.4149, 1.6393, 1.9557], [2.0920, 1.3992, 2.3153], [2.1837, 0.9332, 3.6210], [1.5307, 2.6724, 2.4741]], "lowdin_spin": [1.7391, 0.0299, 0.0221, 0.0311, 0.0287, 0.0305, 0.0075, 0.0000, 0.0005, 0.0004, 0.0098, 0.0001, 0.0010, 0.0015, 0.0120, 0.0027, 0.0001, 0.0008, 0.0095, 0.0010, 0.0006, 0.0000, 0.0061, -0.0009, 0.0005, -0.0003, 0.0016, 0.0024, 0.0002, 0.0000, 0.0006, 0.0008, 0.0002, 0.0003, 0.0000, 0.0000, 0.0000, 0.0000, 0.0002, 0.0015, 0.0000, 0.0000, 0.0000, 0.0001, 0.0000, 0.0000, 0.0156, 0.0033, 0.0002, -0.0001, 0.0000, 0.0096, 0.0010, 0.0000, 0.0001, -0.0003, 0.0000, -0.0008, -0.0001, 0.0113, 0.0050, 0.0000, 0.0005, 0.0001, 0.0018, 0.0001, -0.0003, 0.0004, 0.0013, -0.0003, 0.0000, 0.0001, 0.0021, -0.0077, 0.0017, 0.0132], "relative_energy_ev": 0.0000, "homo_ev": [-14.407, -14.406], "s_squared": 2.028, "largest_force_ev_per_a": 8.4, "charge": 2, "multiplicity": 3, "homo_lumo_gap_ev": [5.8, 6.2]}

=====

Record 2
{"formula": "C25H45N4O2PS", "method": "wB97M-V/def2-TZVPD", "symbols": ["C", "C", "C", "C", "C", "C", "C", "C", "C", "C", "C", "O", "C", "C", "C", "N", "N", "C", "N", "C", "P", "S", "H", "H", "H", "H", "H", "H", "H", "H", "H", "H", "H", "H", "H", "H", "H", "H", "H", "H", "H", "H", "H", "H", "H", "H", "H", "H", "H", "C", "C", "C", "C", "C", "C", "N", "O", "C", "C", "C", "H", "H", "H", "H", "H", "H", "H", "H", "H", "H", "H", "H", "H", "H", "H", "H", "H", "H"], "positions_angstrom": [[-0.8851, -4.5902, 0.4815], [-0.3990, -3.6226, -0.2635], [0.1424, -2.5147, -1.3284], [-0.8922, -2.2891, -2.5495], [-1.6005, -0.8341, -2.5869], [-1.8820, -0.1889, -1.1372], [-2.7801, -0.9216, -0.0168], [-3.4952, -2.3338, -0.2585], [-5.1177, -2.1853, -0.2143], [-5.6941, -0.9624, -1.0959], [-6.6127, 0.0771, -0.2244], [-5.8242, 0.9280, 0.6530], [-5.9026, 2.3278, 0.2788], [-2.8293, -0.0457, 1.2914], [-3.6802, -0.7242, 2.5131], [-2.2794, 1.2195, 1.6105], [-1.5734, 1.8360, 0.6546], [-1.0330, 3.2157, 1.0052], [-1.8131, 4.2334, 0.2027], [-1.3641, 1.1928, -0.6125], [-0.3248, 2.1947, -1.8947], [-1.4970, 2.7272, -3.3492], [-1.6437, -5.2373, 1.0713], [0.5040, -1.5557, -0.8132], [1.0917, -3.0077, -1.7936], [-1.6130, -3.1815, -2.5582], [-0.2689, -2.3711, -3.5315], [-2.6194, -0.9660, -3.1031], [-0.9594, -0.1601, -3.2723], [-3.2229, -3.1349, 0.5335], [-3.2380, -2.7892, -1.2808], [-5.5093, -2.1597, 0.8742], [-5.5491, -3.1658, -0.6745], [-6.4299, -1.4083, -1.8841], [-4.9076, -0.3747, -1.6923], [-7.3606, -0.5600, 0.4062], [-7.2918, 0.6973, -0.9417], [-5.0032, 2.8541, 0.8049], [-6.8462, 2.8710, 0.6843], [-5.7650, 2.5257, -0.8537], [-3.5462, -0.1414, 3.4974], [-3.3167, -1.8176, 2.6486], [-4.8047, -0.7717, 2.2914], [-1.2828, 3.4284, 2.1237], [0.0927, 3.3151, 0.8094], [-2.6453, 3.7937, -0.2395], [-2.2156, 4.9438, 0.8463], [0.4371, 3.2478, -1.2977], [0.6461, 1.2359, -2.4005], [6.1707, -0.5843, -0.9179], [5.6491, 0.7454, -0.3051], [6.3688, 1.0348, 1.0341], [5.8982, 0.1495, 2.1850], [4.3804, 0.1939, 2.3218], [3.6487, -0.1353, 1.0017], [4.1610, 0.6669, -0.1540], [3.6871, 1.9484, -0.0108], [3.7891, -1.6494, 0.7043], [2.1237, 0.0475, 1.2147], [6.0943, 1.8235, -1.3320], [5.4009, -1.0783, -1.5184], [7.0168, -0.4190, -1.5948], [6.5317, -1.2858, -0.1646], [6.2089, 2.0815, 1.3213], [7.4507, 0.9171, 0.9116], [6.2386, -0.8795, 2.0410], [6.3577, 0.4913, 3.1192], [4.0712, -0.5050, 3.1075], [4.0889, 1.1912, 2.6740], [3.3378, -1.9035, -0.2606], [3.2734, -2.2427, 1.4675], [4.8146, -2.0093, 0.7083], [1.8593, 1.0574, 1.5435], [1.7524, -0.6323, 1.9879], [1.5690, -0.1679, 0.2950], [5.6182, 1.6630, -2.3061], [7.1777, 1.7902, -1.4849], [5.8666, 2.8410, -1.0024]], "lowdin_spin": [0.0000, 0.0000, 0.0001, 0.0000, 0.0000, 0.0000, 0.0000, 0.0000, 0.0000, 0.0000, 0.0000, 0.0000, 0.0000, 0.0000, 0.0000, 0.0000, 0.0000, 0.0000, 0.0000, 0.0000, 0.0000, -0.0001, 0.0000, 0.0001, 0.0000, 0.0000, 0.0000, 0.0000, 0.0000, 0.0000, 0.0000, 0.0000, 0.0000, 0.0000, 0.0000, 0.0000, 0.0000, 0.0000, 0.0000, 0.0000, 0.0000, 0.0000, 0.0000, 0.0000, -0.0001, 0.0000, 0.0000, 0.0000, -0.0001, 0.0018, 0.0231, 0.0137, 0.0009, 0.0134, 0.0244, 0.3294, 0.5860, 0.0012, -0.0012, -0.0008, 0.0014, -0.0004, -0.0001, 0.0025, 0.0010, 0.0003, 0.0009, 0.0009, 0.0027, 0.0010, -0.0004, 0.0000, -0.0008, -0.0003, 0.0001, 0.0002, -0.0003, -0.0007], "homo_ev": [-11.230, -11.722], "s_squared": 0.755, "largest_force_ev_per_a": 6.5, "charge": 1, "multiplicity": 2, "homo_lumo_gap_ev": [6.7, 7.2]}

=====

Record 3
{"formula": "C25H46Cl2CoN3O6Si", "method": "wB97M-V/def2-TZVPD", "symbols": ["C", "C", "H", "H", "H", "C", "C", "H", "H", "H", "H", "Co", "Cl", "C", "O", "N", "C", "C", "H", "H", "H", "H", "H", "H", "H", "H", "H", "C", "C", "N", "H", "C", "O", "H", "H", "H", "H", "H", "H", "C", "C", "N", "H", "C", "O", "H", "H", "H", "H", "O", "C", "C", "C", "H", "C", "H", "C", "H", "C", "C", "H", "H", "H", "Si", "Cl", "C", "C", "C", "H", "H", "H", "H", "H", "H", "H", "H", "H", "C", "O", "C", "O", "H", "H", "H"], "positions_angstrom": [[-2.3028, 0.1391, -4.6714], [-1.5014, -0.7746, -3.7663], [-1.6692, 0.6315, -5.4419], [-2.8867, 0.9176, -4.1326], [-3.0155, -0.5018, -5.2014], [-0.4748, -1.5168, -4.2134], [-0.4129, -1.9271, -5.6373], [0.2421, -1.9477, -3.5070], [-0.0718, -1.0837, -6.2422], [-1.3740, -2.2736, -6.0460], [0.3074, -2.7315, -5.7604], [2.0286, 0.5089, 2.0518], [-3.8266, 0.5133, 0.1476], [0.7397, -1.9635, 2.8337], [1.8370, -1.3251, 2.9669], [0.5036, -3.0680, 3.5376], [1.6334, -3.6369, 4.2544], [-0.7688, -3.7900, 3.4434], [-0.0695, -1.6824, 2.1155], [2.1752, -2.8218, 4.7462], [2.3070, -4.1639, 3.5601], [1.2665, -4.3444, 4.9941], [-1.5565, -3.0803, 3.1615], [-1.0183, -4.2401, 4.4017], [-0.7489, -4.5961, 2.6920], [1.1824, 4.1823, 5.9401], [-0.9254, 4.6737, 5.2220], [1.5977, 3.8496, 4.9901], [-0.5933, 4.6816, 4.1743], [0.5291, 3.7650, 4.0209], [2.0889, 2.8795, 5.0953], [0.7313, 2.9531, 2.9797], [1.8119, 2.2794, 2.9449], [-1.4047, 4.3647, 3.5183], [-0.1052, 2.9438, 2.2433], [2.3476, 4.5928, 4.6919], [-0.3007, 5.7116, 3.9333], [2.1782, 0.6676, -2.8187], [2.7026, -2.0654, -2.6549], [3.2321, 0.6222, -2.4803], [3.5618, -1.8116, -2.0127], [3.4204, -0.4518, -1.4938], [3.5222, 1.5869, -2.0408], [3.4472, -0.2409, -0.1745], [3.0379, 0.8208, 0.3702], [3.5998, -2.5073, -1.1661], [3.8652, -1.0555, 0.4384], [3.8570, 0.3924, -3.3592], [4.4856, -1.8993, -2.6021], [-0.9521, 0.8054, -2.1982], [-1.6567, -0.4238, -2.3135], [0.1510, -1.8664, -1.1450], [-1.1953, -1.5176, -1.3469], [0.9428, -1.1995, -1.5097], [0.4649, -3.0973, -0.5621], [-2.7100, -0.2594, -2.0632], [-2.1859, -2.2827, -0.7443], [1.5152, -3.4032, -0.4300], [-0.5619, -3.9610, -0.1656], [-1.8941, -3.5220, -0.1806], [-3.2025, -1.9259, -0.7769], [-0.3346, -4.9821, 0.1529], [-2.6976, -4.1582, 0.2024], [-0.7988, 2.3488, -2.5223], [0.0229, 0.5056, 1.9212], [0.8937, 2.6092, -1.6504], [-1.9098, 3.2582, -1.3016], [-0.6177, 2.9214, -4.2257], [1.1692, 1.6616, -1.1624], [0.8103, 3.3674, -0.8566], [1.6805, 2.9153, -2.3595], [0.0589, 2.3025, -4.8199], [-0.1782, 3.9283, -4.1678], [-1.5769, 3.0269, -4.7383], [-2.2297, 2.5337, -0.5377], [-2.8021, 3.7192, -1.7448], [-1.3725, 4.0534, -0.7577], [-2.4321, 0.3275, 3.7913], [-2.8588, 0.8631, 2.5050], [-3.0402, -0.0978, 1.6026], [-2.7345, -1.2619, 1.7840], [-1.3854, -0.0051, 3.7139], [-3.0758, -0.5130, 4.0605], [-2.5188, 1.1538, 4.5012]], "lowdin_spin": [0.0146, 0.0088, 0.0040, 0.0038, 0.0035, 0.0190, 0.0595, 0.0059, 0.0114, 0.0054, 0.0227, 1.8906, 0.0154, 0.0076, 0.0309, 0.0062, 0.0331, 0.0162, 0.0006, 0.0028, 0.0181, 0.0042, 0.0011, 0.0040, 0.0049, 0.0012, 0.0011, 0.0071, 0.0071, -0.0029, 0.0010, -0.0026, 0.0298, 0.0013, 0.0005, 0.0007, 0.0014, 0.0051, 0.0231, 0.0515, 0.1723, 0.0155, 0.0067, 0.0418, 0.0142, 0.0428, 0.0202, 0.0324, 0.0492, 0.0008, 0.0018, 0.0031, 0.0015, 0.0012, 0.0325, 0.0011, 0.0045, 0.0262, 0.0302, 0.0073, 0.0022, 0.0156, 0.0032, 0.0121, 0.0489, 0.0048, 0.0072, 0.0232, 0.0004, 0.0014, 0.0029, 0.0111, 0.0033, 0.0038, 0.0006, 0.0027, 0.0022, 0.0089, 0.0055, 0.0052, 0.0048, 0.0011, 0.0019, 0.0016], "relative_energy_ev": 5.9892, "homo_ev": [0.861, -2.653], "s_squared": 3.768, "largest_force_ev_per_a": 5.2, "charge": -1, "multiplicity": 4, "homo_lumo_gap_ev": [1.5, 5.0]}